(1)
Computed, not measured: C29H29Cl5GeN6O5SeSiTi as an isolated structure at a distorted geometry, with ωB97M-V/def2-TZVPD.

Last column: Mulliken charge in e.
Atoms and positions in Å:
Ti: 0.59223 0.42684 0.03318  -0.51
C: 5.11929 -2.16693 1.95287  -0.87
O: 4.00159 -1.88332 1.10929  -0.30
C: 3.21904 -0.86593 1.38968  -0.97
O: 2.39074 -0.52354 0.55684  0.98
N: 3.30817 -0.29414 2.62555  -0.10
N: 2.43914 0.80333 2.78279  -0.26
H: 5.59360 -3.03818 1.51415  0.26
H: 4.78885 -2.39230 2.96841  0.32
H: 5.81490 -1.32673 1.93066  0.30
H: 4.26773 -0.13883 2.91329  0.34
H: 2.79584 1.61174 2.27612  0.07
H: 2.36921 1.01458 3.76813  0.26
Se: -1.48959 -6.72044 -2.05485  0.15
N: -0.78773 -5.34244 -2.95942  -0.91
C: -0.56756 -4.38993 -2.10010  0.78
C: 0.01764 -3.09888 -2.44666  0.46
C: 0.41084 -2.76032 -3.72023  -0.42
C: 0.96257 -1.49704 -3.95870  -1.42
C: 1.09089 -0.62581 -2.89567  -0.75
N: 0.72340 -0.93443 -1.65401  1.25
C: 0.18063 -2.15365 -1.40234  -0.27
C: -0.21881 -2.40739 -0.07791  -0.51
N: -0.08137 -1.38230 0.83968  1.21
C: -0.33182 -1.65239 2.13958  -0.53
C: -0.78150 -2.86237 2.58877  -1.50
C: -1.02293 -3.89278 1.64779  -0.65
C: -0.73936 -3.66358 0.32910  0.47
C: -0.93352 -4.67626 -0.71476  0.79
N: -1.43452 -5.85449 -0.48629  -0.90
H: 0.27938 -3.47617 -4.52124  0.53
H: 1.29053 -1.19561 -4.94193  0.49
H: 1.49509 0.37106 -3.03064  0.82
H: -0.17370 -0.81946 2.81330  0.55
H: -0.96373 -3.00891 3.64302  0.48
H: -1.41425 -4.85382 1.95235  0.53
C: -2.79314 3.02058 -1.38590  -1.15
Si: -1.63500 1.82436 -2.21870  1.55
C: -2.62704 0.43043 -2.99306  -1.19
C: -0.67799 2.67668 -3.57804  -1.29
O: -0.59548 1.15497 -1.12725  -0.26
H: -3.47482 3.46330 -2.11782  0.50
H: -2.22439 3.81865 -0.90720  0.22
H: -3.38904 2.51908 -0.61915  0.22
H: -3.00876 0.73224 -3.97231  0.49
H: -3.47911 0.15032 -2.36932  0.23
H: -2.00664 -0.45925 -3.13726  0.20
H: -1.33933 3.35078 -4.12975  0.45
H: -0.26205 1.95919 -4.28987  0.28
H: 0.13808 3.27034 -3.16383  0.28
Cl: 2.73591 4.30604 2.12501  -0.20
C: 2.36205 4.41545 0.37763  0.20
Cl: 3.82657 4.25280 -0.59187  -0.14
C: 1.30040 3.38615 -0.05916  0.01
O: 0.33971 3.83494 -0.64705  -0.51
O: 1.58941 2.15677 0.20653  -0.83
H: 1.95954 5.40620 0.21241  0.42
C: -4.93030 -0.23678 1.74356  -0.88
C: -4.08141 -0.70933 0.71999  -1.13
C: -2.80472 -0.23707 0.60810  0.26
C: -2.27231 0.72844 1.50862  2.18
C: -0.92017 1.21472 1.40975  0.44
C: -0.56974 2.21244 2.28455  -0.60
C: -1.44915 2.73738 3.26130  -1.19
C: -2.71223 2.24710 3.38417  -1.18
C: -3.15082 1.22500 2.50323  0.98
C: -4.47152 0.71582 2.60494  -0.86
H: -5.94160 -0.61504 1.82913  0.38
H: -4.44387 -1.44841 0.01539  0.49
H: -2.19048 -0.58912 -0.20661  0.15
H: 0.43025 2.62342 2.26035  0.02
H: -1.10027 3.52490 3.91999  0.42
H: -3.39771 2.62768 4.13288  0.35
H: -5.11385 1.10811 3.38602  0.38
Cl: 5.41802 1.10573 0.55285  -0.45
Ge: 4.21048 1.00868 -1.48799  0.57
Cl: 4.73960 -1.16817 -2.03033  -0.50
Cl: 5.80200 1.92531 -2.82374  -0.50

Computed properties:
HOMO level (spin up / spin down) = -0.1230 / -0.1948 Eh
E = -9745.95266 Eh
multiplicity = 2
Kohn-Sham gap (spin up / spin down) = 4.8 / 6.9 eV
net charge = -1

(2)
Computed, not measured: C6H3N as an isolated structure at a distorted geometry, with ωB97M-V/def2-TZVPD.

Last column: Mulliken charge in e.
Atoms and positions in Å:
C: -0.63186 -0.47275 0.97168  -0.64
C: 0.74066 -0.27160 1.21975  -0.02
C: -0.98430 -0.07577 -0.26478  0.30
C: 0.00402 1.69424 -1.56276  -0.75
C: 0.58743 1.11052 -0.45510  0.71
C: -0.54192 0.32990 -1.46573  -0.14
N: 1.31119 0.55278 0.39774  -0.50
H: -1.25407 -1.17896 1.48210  0.37
H: 1.30337 -0.65440 2.05218  0.41
H: -0.53451 -1.03395 -2.37509  0.24

Computed properties:
HOMO level = -0.3306 Eh
E = -284.85331 Eh
Kohn-Sham gap = 8.1 eV
net charge = 0

(3)
Computed, not measured: a 6-piece molecular cluster, H11O5S overall at a distorted geometry, with ωB97M-V/def2-TZVPD.

Last column: Mulliken charge in e.
Atoms and positions in Å:
S: -0.09316 0.08345 0.62295  -0.84
H: -0.94884 -0.28608 -0.27036  -0.04
H: 0.62369 1.08978 2.83057  0.28
H: 1.73152 0.34712 3.68676  0.30
O: 1.03979 1.01193 3.70156  -0.63
H: -0.94666 2.13103 -4.30745  0.34
H: -0.48104 3.68967 -4.20885  0.31
O: -0.50434 2.92442 -4.78756  -0.66
H: -1.64968 2.79889 -1.06541  0.30
H: -0.64666 1.79341 -0.73860  0.19
O: -0.86978 2.40205 -1.49097  -0.56
H: -1.50373 -2.38850 1.67199  0.31
H: -0.69084 -1.93737 2.87487  0.34
O: -1.50839 -2.47103 2.68795  -0.65
H: 2.58466 -3.38417 -0.64080  0.33
H: 1.19981 -3.79970 -1.18464  0.33
O: 2.13051 -4.04929 -1.18093  -0.66

Computed properties:
HOMO level = -0.1487 Eh
E = -781.03318 Eh
Kohn-Sham gap = 7.5 eV
net charge = -1

(4)
Computed, not measured: C32H29BCrF4N2O5PS2 as an isolated structure, with ωB97M-V/def2-TZVPD.

Last column: Mulliken charge in e.
Atoms and positions in Å:
Cr: 0.30443 -0.09511 -0.09626  0.22
C: 1.37300 -4.24996 0.43947  -1.48
C: 0.75358 -3.00151 -0.11934  0.94
N: 0.75477 -1.92543 0.59910  0.76
N: 1.10538 -2.06495 1.93572  -0.08
C: 0.56282 -1.14121 2.66128  0.44
S: -0.49715 0.10576 2.13623  -0.61
S: 0.87741 -1.11056 4.39834  -0.16
C: 2.00063 -2.51930 4.62116  -0.78
C: 1.30756 -3.73544 5.16117  0.24
C: 1.41347 -4.08129 6.50528  -0.52
C: 0.75573 -5.19433 7.01257  -0.56
C: -0.02380 -5.98085 6.17803  -0.36
C: -0.14423 -5.63897 4.83606  -0.62
C: 0.51287 -4.52735 4.33481  0.36
C: 0.05223 -3.00093 -1.39509  0.25
C: 0.24069 -4.03061 -2.33246  -0.49
C: -0.52918 -4.14550 -3.46697  -0.90
C: -1.56277 -3.22375 -3.67973  -0.44
C: -1.78187 -2.20520 -2.78910  -0.47
C: -0.95895 -2.02377 -1.64886  0.64
O: -1.18628 -0.99885 -0.89178  -0.92
H: 0.84728 -4.56155 1.34108  -0.02
H: 2.39964 -4.02816 0.73556  0.28
H: 1.35491 -5.07044 -0.26971  0.49
H: 2.78896 -2.19718 5.30173  0.54
H: 2.44192 -2.69921 3.64086  0.21
H: 2.01977 -3.46681 7.16182  0.34
H: 0.85132 -5.44499 8.06268  0.35
H: -0.53944 -6.84942 6.56979  0.35
H: -0.76107 -6.23781 4.17663  0.40
H: 0.39531 -4.23401 3.29886  0.15
H: 1.04188 -4.74114 -2.17632  0.33
H: -0.33498 -4.93264 -4.18482  0.35
H: -2.18278 -3.30359 -4.56640  0.38
H: -2.54517 -1.45552 -2.95311  0.37
O: -1.20614 3.35719 0.66682  -0.75
C: -1.17858 2.65636 -0.33228  0.34
O: -0.41174 1.66151 -0.57644  0.32
C: -2.12530 2.99794 -1.50162  -0.98
P: -1.85012 1.92192 -2.97342  0.14
C: -3.06383 2.80086 -4.07144  0.50
C: -2.77597 3.92426 -4.84745  -0.45
C: -3.75919 4.53320 -5.61553  -0.61
C: -5.05606 4.03654 -5.61919  -0.40
C: -5.35940 2.92082 -4.85150  -0.52
C: -4.36921 2.30876 -4.09543  -0.37
C: -0.29373 2.56353 -3.68623  0.36
C: 0.06098 2.09817 -4.95242  -0.38
C: 1.23496 2.50884 -5.56016  -0.59
C: 2.09088 3.37711 -4.89662  -0.43
C: 1.76164 3.82409 -3.62889  -0.62
C: 0.57592 3.42451 -3.02698  -0.08
H: -2.04586 4.06153 -1.73883  0.40
H: -3.15189 2.82750 -1.16770  0.53
H: -1.76806 4.32228 -4.85111  0.33
H: -3.51015 5.40339 -6.21244  0.37
H: -5.82286 4.51256 -6.21927  0.34
H: -6.36660 2.51986 -4.84812  0.37
H: -4.60671 1.42526 -3.51134  0.30
H: -0.59019 1.39434 -5.46177  0.34
H: 1.49793 2.12607 -6.53951  0.33
H: 3.03009 3.66965 -5.35015  0.32
H: 2.44718 4.45760 -3.08016  0.35
H: 0.36049 3.76330 -2.02336  0.18
F: 3.68203 -1.07530 0.53756  -0.39
B: 3.42308 0.16002 1.14047  -0.14
F: 4.37092 1.10636 0.78577  -0.35
F: 3.33393 0.03059 2.52156  -0.31
F: 2.11712 0.62873 0.63587  0.03
C: 2.96507 -1.56157 -2.54401  -0.77
C: 2.31372 -0.19025 -2.41984  0.25
O: 2.84242 0.79163 -2.91760  -0.66
O: 1.16524 -0.18617 -1.81984  0.13
H: 3.94560 -1.46520 -3.00659  0.35
H: 2.32699 -2.20668 -3.15166  0.17
H: 3.06500 -2.00385 -1.55286  0.09

Computed properties:
HOMO level (spin up / spin down) = -0.0972 / -0.0856 Eh
E = -4329.45817 Eh
multiplicity = 2
Kohn-Sham gap (spin up / spin down) = 6.8 / 6.4 eV
net charge = -2

(5)
Computed, not measured: one molecule with the formula C4H6O2 at a distorted geometry, with ωB97M-V/def2-TZVPD.

Last column: Mulliken charge in e.
Atoms and positions in Å:
C: -1.63184 -0.35571 -0.54072  -0.74
C: -0.84746 0.57698 -0.00845  -0.42
C: 0.62842 0.54007 0.00102  0.82
O: 1.17720 1.76832 -0.25069  -0.51
C: 1.42269 -0.46416 0.55660  -0.61
O: 0.87079 -1.65089 0.91681  -0.30
H: -2.70046 -0.34274 -0.37805  0.27
H: -1.23561 -1.21319 -1.07040  0.34
H: -1.27776 1.40647 0.54328  0.28
H: 2.12972 1.69238 -0.08114  0.37
H: 1.56245 -0.36836 -0.68979  0.22
H: -0.09813 -1.58918 1.00153  0.27

Computed properties:
HOMO level = -0.3132 Eh
SMILES string = C=C/C(O)=C\O
E = -306.34165 Eh
Kohn-Sham gap = 9.0 eV
net charge = 0

(6)
Computed, not measured: C9H16N3RuSe as an isolated structure at a distorted geometry, with ωB97M-V/def2-TZVPD.

Last column: Mulliken charge in e.
Atoms and positions in Å:
C: -1.17870 1.24618 -2.47822  -1.14
Ru: 0.36389 -0.13644 -3.06717  0.06
N: 0.83302 -1.92377 -4.09237  -0.75
H: 0.63960 0.67694 -4.47163  -0.01
H: 1.87269 -2.03729 -4.25726  0.32
H: -1.30615 0.11099 -2.82118  0.38
H: -1.75838 1.58397 -3.36630  0.43
H: -0.51614 2.10849 -2.21039  0.21
H: -1.81697 1.09846 -1.56118  0.39
H: 0.55392 -2.71973 -3.57286  0.32
H: 0.39772 -1.97661 -5.01682  0.32
C: 1.32640 -1.81974 0.68634  -0.97
N: 0.87147 -0.46165 0.93275  0.24
C: 1.00714 0.60394 0.10311  -0.12
Se: 1.91700 0.63663 -1.54946  -0.23
N: 0.40533 1.61727 0.73697  0.05
C: -0.11817 1.26547 1.94394  0.21
C: -0.93041 1.93188 2.87965  -0.77
C: -1.39131 1.17555 3.96298  -0.48
C: -1.07872 -0.18298 4.11397  -0.65
C: -0.28188 -0.82016 3.17228  -0.48
C: 0.17914 -0.08327 2.09888  0.75
H: 1.96469 -1.83418 -0.20666  0.28
H: 0.46278 -2.47869 0.54773  0.36
H: 1.88708 -2.17624 1.55584  0.37
H: 0.31891 2.58331 0.30728  0.38
H: -1.14379 2.98035 2.71659  0.40
H: -2.00200 1.65305 4.72534  0.39
H: -1.46791 -0.74301 4.98018  0.37
H: -0.01024 -1.87873 3.20767  0.37

Computed properties:
HOMO level (spin up / spin down) = -0.3615 / -0.4438 Eh
E = -3012.75543 Eh
multiplicity = 5
Kohn-Sham gap (spin up / spin down) = 7.1 / 8.0 eV
net charge = +1